No. 1
{"formula": "C40H33ClCoN7O3", "method": "ωB97M-V/def2-TZVPD", "e_tot_ha": -3995.98651, "orbital_gap_ev": [7.3, 7.2], "charge": 1, "largest_force_ev_per_a": 0.4, "spin_multiplicity": 2, "symbols": ["Co", "O", "C", "N", "C", "C", "C", "C", "C", "C", "N", "C", "C", "C", "C", "C", "N", "H", "H", "H", "H", "H", "H", "H", "H", "H", "H", "C", "O", "C", "N", "C", "C", "C", "C", "C", "C", "C", "C", "C", "C", "C", "C", "N", "C", "N", "C", "C", "O", "C", "C", "C", "C", "C", "C", "H", "H", "H", "H", "H", "H", "H", "H", "H", "H", "H", "H", "H", "H", "H", "H", "H", "H", "H", "Cl", "C", "C", "C", "C", "N", "C", "H", "H", "H", "H"], "xyz": [[-0.319664, 0.576146, 0.132627], [-2.964954, -1.201664, -2.211959], [-2.012612, -0.603978, -1.723437], [-1.422742, -0.805519, -0.547642], [-2.007455, -1.735155, 0.385748], [-1.368571, -1.495470, 1.720965], [-1.502732, -2.376992, 2.788384], [-0.900743, -2.079367, 3.992416], [-0.166003, -0.902342, 4.109173], [-0.062201, -0.086556, 3.004834], [-0.651626, -0.369566, 1.836314], [-1.342030, 0.534734, -2.456619], [-1.721371, 0.885523, -3.739076], [-1.075541, 1.940759, -4.358921], [-0.070722, 2.605340, -3.671797], [0.242773, 2.194398, -2.389931], [-0.379142, 1.183346, -1.785428], [-1.870279, -2.781849, 0.091956], [-3.092343, -1.582327, 0.475038], [-2.077096, -3.283802, 2.656142], [-0.992729, -2.754762, 4.832577], [0.322677, -0.629543, 5.033313], [0.506055, 0.834970, 3.037209], [-2.509664, 0.312725, -4.207359], [-1.346265, 2.241338, -5.362293], [0.469674, 3.427811, -4.118530], [1.037132, 2.681675, -1.838183], [4.233427, -0.615035, 0.535704], [3.973154, 0.818588, 0.643280], [2.642130, 0.915304, 0.523848], [1.940674, -0.142371, 0.509355], [2.872579, -1.226462, 0.882692], [2.576382, -2.566102, 0.262197], [1.385004, -2.807422, -0.409576], [1.107581, -4.077443, -0.898220], [2.015643, -5.110486, -0.725160], [3.211223, -4.870224, -0.062937], [3.487526, -3.604888, 0.431913], [2.040130, 2.261471, 0.564268], [2.766079, 3.442534, 0.556728], [2.069439, 4.636447, 0.671404], [0.686883, 4.625115, 0.779882], [0.040679, 3.399510, 0.761967], [0.708541, 2.244338, 0.672871], [-1.424749, 3.231314, 0.764291], [-1.950504, 2.104340, 0.524612], [-3.406926, 2.279790, 0.533343], [-3.575692, 3.776464, 0.897159], [-2.207966, 4.289297, 0.980227], [-4.069365, 1.308728, 1.479907], [-3.524505, 1.059130, 2.735056], [-4.136744, 0.164006, 3.598074], [-5.299517, -0.490048, 3.212087], [-5.848726, -0.242466, 1.963102], [-5.234553, 0.654583, 1.099952], [5.034684, -0.853842, 1.227810], [4.528548, -0.825347, -0.492896], [2.789473, -1.326902, 1.973551], [0.674278, -2.005096, -0.560949], [0.179836, -4.256263, -1.428443], [1.798666, -6.097550, -1.111137], [3.928388, -5.668855, 0.072270], [4.417695, -3.435028, 0.963659], [3.842248, 3.414165, 0.467589], [2.604323, 5.576501, 0.673202], [0.111634, 5.535684, 0.865657], [-3.767220, 2.072100, -0.477345], [-4.040021, 3.926741, 1.869573], [-4.092495, 4.356726, 0.137704], [-2.611830, 1.559579, 3.038395], [-3.704958, -0.026447, 4.572342], [-5.776749, -1.190599, 3.884425], [-6.752069, -0.752083, 1.655954], [-5.650486, 0.826217, 0.114126], [2.983113, -4.005950, -4.055377], [3.113646, -2.343572, -3.604589], [4.344203, -1.712965, -3.574947], [4.374280, -0.369965, -3.226847], [3.179581, 0.265521, -2.926049], [1.998456, -0.346485, -2.943684], [1.967970, -1.628449, -3.281024], [5.244005, -2.256360, -3.828241], [5.307228, 0.176835, -3.204786], [3.173570, 1.319922, -2.663716], [1.000354, -2.116116, -3.309770]], "forces_ev_per_angstrom": [[-0.40, 0.06, -0.14], [-0.05, -0.03, 0.01], [0.08, 0.01, -0.01], [0.13, 0.04, 0.15], [-0.09, 0.02, 0.03], [-0.05, 0.00, 0.01], [-0.05, 0.04, 0.00], [0.02, 0.02, 0.01], [-0.04, -0.01, -0.02], [-0.08, 0.03, 0.06], [0.28, -0.13, 0.08], [0.02, -0.02, -0.05], [0.05, -0.06, 0.02], [0.00, 0.01, -0.02], [0.01, -0.02, 0.01], [0.05, -0.05, -0.03], [-0.10, 0.07, 0.15], [0.02, 0.01, -0.04], [0.01, -0.02, -0.01], [0.00, 0.00, 0.00], [0.00, 0.00, 0.01], [0.00, 0.00, 0.01], [0.02, -0.01, -0.01], [-0.01, 0.01, -0.01], [0.00, 0.00, 0.00], [0.00, 0.00, 0.00], [-0.03, 0.04, 0.01], [0.01, 0.07, 0.06], [0.04, 0.01, 0.01], [-0.04, -0.14, 0.07], [0.13, 0.18, 0.10], [-0.03, -0.09, -0.25], [-0.01, 0.00, 0.06], [0.00, -0.01, 0.03], [0.00, -0.01, -0.02], [0.01, -0.01, 0.01], [0.01, 0.01, -0.01], [0.02, -0.01, -0.02], [-0.14, 0.07, 0.06], [-0.05, -0.05, 0.02], [0.06, 0.09, 0.01], [-0.04, -0.06, 0.03], [0.18, -0.07, 0.02], [0.00, -0.02, -0.23], [-0.09, -0.07, -0.03], [0.11, 0.12, -0.01], [0.01, -0.11, -0.04], [0.08, 0.05, 0.05], [-0.02, 0.04, -0.02], [-0.06, 0.00, -0.02], [-0.03, 0.04, 0.04], [0.03, 0.00, 0.01], [-0.01, -0.01, 0.00], [0.00, -0.01, 0.01], [0.07, -0.05, -0.04], [0.00, -0.02, -0.02], [-0.01, -0.03, 0.00], [-0.03, -0.01, -0.01], [0.00, 0.01, 0.00], [-0.01, 0.00, 0.01], [0.00, 0.00, -0.01], [0.00, 0.00, 0.00], [0.00, 0.01, 0.01], [0.01, -0.01, 0.01], [0.00, 0.00, 0.00], [0.00, 0.00, 0.00], [-0.03, 0.06, 0.01], [-0.01, -0.01, -0.01], [-0.03, -0.02, 0.02], [0.00, 0.00, 0.00], [0.00, 0.00, 0.00], [0.00, 0.00, 0.00], [0.00, 0.00, 0.00], [-0.01, 0.01, 0.00], [0.01, 0.03, 0.00], [0.04, -0.03, -0.01], [-0.04, 0.02, 0.02], [-0.02, -0.01, -0.03], [0.07, -0.03, 0.04], [0.02, 0.04, -0.07], [-0.02, -0.02, -0.08], [0.01, 0.00, 0.00], [0.01, 0.00, 0.00], [0.00, 0.00, 0.00], [0.00, 0.01, 0.01]]}

---

No. 2
{"formula": "C40H33F6GeN6O4PSr", "method": "ωB97M-V/def2-TZVPD", "e_tot_ha": -5222.21949, "orbital_gap_ev": 8.1, "charge": 0, "largest_force_ev_per_a": 3.4, "symbols": ["Sr", "O", "C", "O", "C", "C", "C", "C", "C", "N", "C", "O", "O", "H", "H", "H", "C", "N", "C", "C", "N", "C", "C", "C", "C", "C", "C", "N", "C", "N", "C", "C", "C", "C", "C", "C", "N", "H", "H", "H", "H", "H", "H", "H", "H", "H", "H", "H", "H", "H", "H", "H", "F", "P", "F", "F", "F", "F", "F", "C", "Ge", "C", "C", "C", "C", "C", "C", "C", "C", "C", "C", "C", "C", "C", "C", "C", "C", "H", "H", "H", "H", "H", "H", "H", "H", "H", "H", "H", "H", "H", "H", "H"], "xyz": [[-0.083847, -1.988445, 0.326731], [-1.763376, 2.214171, 2.912887], [-1.206995, 1.269717, 2.453785], [-1.278323, 0.910741, 1.168515], [-0.248643, 0.455736, 3.255412], [-0.002085, 0.936317, 4.523656], [0.942950, 0.232057, 5.357928], [1.533429, -0.920997, 4.791849], [1.239363, -1.274289, 3.452074], [0.368153, -0.599615, 2.721417], [1.979714, -2.420206, 2.766272], [3.214615, -2.333829, 2.839423], [1.218521, -3.156503, 2.160338], [-0.409051, 1.865299, 4.844350], [1.336659, 0.545333, 6.344347], [2.314177, -1.563330, 5.271648], [2.620019, 0.078514, -0.377492], [2.557389, -1.226764, 0.184385], [3.145739, -2.312395, -0.625306], [2.671429, -3.645737, -0.237069], [1.505107, -4.119298, -0.675112], [1.391471, -5.361987, 0.003097], [0.413201, -6.326833, -0.107561], [0.656712, -7.585946, 0.576746], [1.795114, -7.797253, 1.323146], [2.774176, -6.807887, 1.475043], [2.498690, -5.554811, 0.834897], [3.371271, -4.481633, 0.574497], [1.738331, 0.094916, -1.587624], [0.568571, -0.501754, -1.627396], [-0.006257, -0.096587, -2.874388], [-1.142998, -0.643302, -3.498860], [-1.453886, -0.166271, -4.739016], [-0.527678, 0.646532, -5.492565], [0.624701, 1.061215, -4.896494], [0.902461, 0.627022, -3.556284], [2.010113, 0.818589, -2.713356], [3.614206, 0.343090, -0.744853], [2.315313, 0.741658, 0.359349], [3.045633, -1.319048, 1.090178], [4.220690, -2.226947, -0.808093], [2.805231, -2.152655, -1.640787], [-0.510699, -6.085116, -0.608174], [-0.043670, -8.384097, 0.560019], [1.935161, -8.703615, 1.953865], [3.558561, -6.920229, 2.196642], [3.978650, -4.120212, 1.282749], [-1.736030, -1.321271, -2.827249], [-2.420743, -0.511856, -5.127963], [-0.864963, 1.017435, -6.449402], [1.310929, 1.602412, -5.529493], [2.860152, 1.275688, -2.870417], [-2.333398, -2.526469, -0.987090], [-3.241690, -3.157088, 0.368919], [-1.993791, -4.129578, 0.739250], [-4.347512, -2.121898, -0.032449], [-2.384764, -2.013105, 1.312566], [-4.034727, -3.614470, 1.659445], [-3.773209, -4.236812, -0.634648], [-3.125702, 1.076846, -1.307707], [-2.047872, 2.137402, -0.071144], [-3.222935, 3.426298, 0.855436], [-2.736137, 4.668666, 1.101714], [-3.495400, 5.684344, 1.580341], [-4.863046, 5.447348, 1.826195], [-5.394052, 4.153132, 1.605873], [-4.550635, 3.194765, 1.092627], [-0.742830, 3.090465, -1.121862], [-1.106218, 3.448827, -2.359071], [-0.127207, 3.926368, -3.251932], [1.243788, 3.979154, -2.946491], [1.642108, 3.787983, -1.571614], [3.020611, 3.904957, -1.195498], [3.409536, 3.618880, 0.071073], [2.353963, 3.267198, 1.062343], [1.074497, 3.195299, 0.682798], [0.637607, 3.361688, -0.672090], [-2.925137, 0.018454, -1.353755], [-2.791956, 1.410032, -2.334409], [-4.149492, 1.288093, -1.135583], [-1.706644, 4.958713, 0.950854], [-3.024728, 6.622633, 1.946950], [-5.538799, 6.260170, 2.043684], [-6.401966, 3.893116, 1.900499], [-5.032228, 2.256911, 0.813977], [-2.171234, 3.375799, -2.683458], [-0.394950, 4.022580, -4.239981], [1.944438, 4.133422, -3.722930], [3.630981, 4.349033, -2.003914], [4.426061, 3.675083, 0.506424], [2.652251, 3.168969, 2.105414], [0.285058, 2.891070, 1.408952]], "forces_ev_per_angstrom": [[-0.36, -0.62, 0.69], [-0.69, 1.09, 0.74], [0.74, -0.93, -1.23], [-0.08, 0.42, -0.83], [0.09, 0.16, 0.65], [2.04, -1.24, 1.53], [0.30, -0.87, -1.46], [0.22, 0.30, -0.07], [0.12, 0.60, 1.47], [-0.25, -0.34, -0.53], [-0.13, 2.33, 1.37], [0.65, -0.76, -0.31], [-0.72, -1.81, -1.43], [-0.51, 0.37, 0.16], [-0.84, 0.08, -0.68], [-0.85, 0.94, -0.15], [1.08, -1.29, -2.21], [0.72, -2.01, 1.27], [0.07, 1.39, -1.45], [-0.97, -0.80, -0.31], [1.10, -0.09, 1.26], [0.32, 0.60, -0.19], [0.25, -2.20, 1.36], [-0.55, 2.34, -1.28], [1.37, 0.21, 1.36], [-1.64, 1.55, -0.57], [1.56, -1.88, -0.27], [-1.42, -0.35, 0.13], [-0.93, 0.67, 0.05], [-0.19, 1.10, -1.00], [0.37, -2.57, 1.29], [-0.21, 0.29, 1.89], [-0.32, -0.52, -0.66], [-1.86, -0.49, 1.47], [0.86, -0.43, 0.39], [1.11, 2.21, -2.15], [-1.95, -1.61, 0.40], [0.41, 0.26, 0.24], [-0.65, 1.59, 1.12], [-0.49, 0.60, -0.24], [0.33, -0.15, 0.87], [-0.55, -0.13, -0.37], [-0.08, -0.33, -0.25], [-0.77, -0.30, -0.25], [-0.31, 0.54, -0.87], [0.51, -0.07, -0.06], [0.40, 0.30, 0.29], [0.21, 0.64, -1.29], [0.58, 0.34, -0.35], [0.36, -0.10, -0.18], [0.36, 0.29, 0.37], [1.06, 0.80, -0.43], [0.41, -0.14, 1.09], [1.48, 0.52, -0.02], [0.31, 0.06, -0.34], [-0.38, 0.64, 0.25], [-0.88, -0.03, -0.69], [-0.03, -0.18, -0.40], [-0.70, -0.60, 0.13], [1.88, 0.43, -1.30], [-1.39, -0.44, 0.91], [0.67, -1.23, -1.31], [1.80, 1.10, 0.15], [-1.79, 1.20, 1.55], [-0.03, -0.74, -0.61], [0.78, 1.65, 0.51], [-1.24, -1.24, -0.24], [2.46, 0.00, 2.34], [-0.76, 0.65, -1.13], [2.37, -0.62, 1.30], [-2.70, -0.11, 1.68], [-0.64, -0.30, -1.36], [-0.34, 0.57, -0.68], [-0.91, -0.38, 2.19], [2.50, 0.93, -1.01], [-2.45, -1.06, 0.18], [-0.20, -0.19, -0.15], [-0.11, -0.41, 0.56], [-0.70, -0.11, 1.00], [-1.00, 0.04, 0.01], [0.42, -0.51, -0.19], [-0.48, -0.58, -0.80], [0.05, 0.08, 0.55], [-0.12, 0.20, -0.33], [0.39, -0.13, 0.25], [1.08, -0.05, 0.08], [-0.64, 0.53, -2.16], [0.72, 0.39, -0.60], [0.19, -0.57, 0.78], [-0.58, 0.12, -0.84], [-0.12, -0.18, -0.26], [0.83, 0.53, -0.41]]}